No. 1
ORCA calculation (the ωB97M-V functional and the def2-TZVPD basis) on C3H7N3O2 in the gas phase.

Structure (ORCA input):
```
! wB97M-V def2-TZVPD RIJCOSX def2/J DEFGRID3
* xyz 0 1
O 1.512 0.987 0.763
O 2.311 -1.139 -0.154
H -1.651 2.366 -0.568
H -2.567 -2.095 -0.520
C -2.210 -1.521 0.379
C 0.718 0.284 0.013
N 1.055 -0.822 -0.502
N -1.947 -0.073 -0.124
H -1.116 -1.889 0.759
H 0.035 2.445 0.047
C -0.821 0.610 -0.070
H 0.428 -1.025 -1.380
N -0.776 1.930 -0.334
H 2.849 -0.537 0.401
H -3.007 -1.532 1.178
*
```

Computed properties:
E_HOMO	-0.3303	Eh
E_tot	-11785.8050	eV
lowest unoccupied orbital energy	0.71	eV
energy above the lowest of the compared OMol25 structures with the same formula, charge and spin	127.0	kcal/mol



No. 2
ORCA calculation (the ωB97M-V functional and the def2-TZVPD basis) on C18H16N8O2S in the gas phase.

Structure (ORCA input):
```
! wB97M-V def2-TZVPD RIJCOSX def2/J DEFGRID3
* xyz 0 1
O -0.615 1.288 -0.442
C -1.323 -2.106 5.963
H -0.036 1.202 -3.953
H 4.185 2.520 -5.216
H 0.880 -3.310 3.727
N 0.840 0.792 -2.086
H -1.960 -2.296 3.140
C 0.850 -1.967 1.971
C 0.755 -0.651 0.056
C 0.259 1.735 -3.058
C 0.056 0.250 2.378
O 4.246 0.803 -3.448
N -2.608 -2.719 3.810
H -5.768 -3.966 4.167
S 1.517 -2.978 0.689
C -0.109 -0.086 3.759
C -3.395 -2.859 6.124
C 0.658 -2.295 3.321
C 0.475 -0.729 1.511
C -3.839 -3.251 3.420
C 3.308 3.071 -4.855
N -4.563 -3.368 5.806
C 2.175 0.241 -2.416
H -0.215 1.253 1.989
H 0.472 -1.167 6.227
H 0.850 3.469 -4.166
N -1.683 -2.150 7.302
N 1.345 -1.743 -0.430
N -0.052 -1.700 5.563
H -0.532 0.651 4.419
N -2.903 -2.560 7.400
C 3.079 1.115 -3.309
H 1.492 3.418 -2.506
C 0.263 0.492 -0.829
H -0.655 2.268 -2.731
H 2.071 -0.757 -2.854
H 2.702 3.405 -5.721
H -3.998 -3.461 2.380
C 0.182 -1.369 4.242
C -4.779 -3.599 4.439
H 3.757 3.916 -4.323
C 1.277 2.811 -3.412
N 2.535 2.261 -3.928
H 2.785 0.134 -1.520
C -2.377 -2.522 5.161
*
```

Computed properties:
E_HOMO	-0.2754	Eh
E_tot	-45774.5872	eV
lowest unoccupied orbital energy	-0.96	eV
energy above the lowest of the compared OMol25 structures with the same formula, charge and spin	0.0	kcal/mol



No. 3
ORCA calculation (the ωB97M-V functional and the def2-TZVPD basis) on 7 unconnected molecules or ions with the total composition C32H56O18P2.

Structure (ORCA input):
```
! wB97M-V def2-TZVPD RIJCOSX def2/J DEFGRID3
* xyz 0 1
C 22.954 7.209 33.903
O 22.765 6.098 24.320
H 23.511 0.331 24.727
H 22.101 5.156 31.999
C 21.282 4.389 30.205
H 18.341 4.410 35.293
H 25.641 4.223 27.506
C 22.058 4.240 25.685
C 21.683 9.006 32.951
C 17.627 2.374 38.834
H 15.093 0.715 31.795
O 15.579 3.482 31.224
C 21.068 11.365 28.503
C 20.275 3.644 29.649
C 23.810 8.392 28.396
C 15.475 4.793 30.713
C 19.071 3.617 31.614
H 25.458 3.936 32.755
H 19.975 4.700 33.250
O 23.836 11.544 27.068
H 18.252 -0.208 30.724
H 18.070 1.507 39.323
O 23.550 8.862 27.064
H 22.294 6.535 35.896
H 26.566 2.604 32.172
C 21.237 4.687 31.551
O 21.544 10.266 27.670
C 21.620 9.172 24.786
C 16.334 2.510 40.928
C 22.908 2.031 24.971
H 21.498 9.504 32.011
C 25.430 5.210 27.918
H 19.245 9.408 34.931
H 18.682 1.904 37.007
P 25.730 5.441 30.510
H 28.696 6.615 30.623
C 23.558 4.031 23.809
H 21.531 4.863 26.392
H 24.092 4.440 22.964
H 21.729 12.232 28.529
C 19.201 3.179 30.392
H 18.238 3.250 39.052
C 17.657 3.571 35.417
O 17.946 3.273 32.381
O 16.314 2.581 39.424
H 16.785 1.565 41.233
O 17.317 3.342 36.721
H 14.494 5.262 30.639
O 22.753 0.704 25.183
H 17.149 3.114 31.869
C 22.208 2.820 25.864
O 16.638 0.949 30.363
H 28.421 4.913 30.238
C 23.767 2.673 24.033
C 14.807 2.527 30.482
H 23.327 8.081 31.964
H 21.099 8.660 25.595
H 16.984 3.283 41.336
H 18.596 2.385 29.980
H 23.502 7.348 28.451
H 14.721 2.720 29.413
H 20.085 11.736 28.214
H 22.178 8.560 24.076
C 20.823 8.909 34.032
O 26.161 5.636 28.984
H 24.341 5.163 27.955
C 22.181 7.137 35.007
C 22.753 8.176 32.874
H 15.923 5.413 31.490
C 21.167 8.086 35.107
C 15.335 1.074 30.795
O 22.439 10.185 25.209
H 23.135 8.942 29.053
H 16.992 -1.068 29.927
H 16.933 -0.761 31.715
C 25.696 3.226 31.964
C 17.655 2.122 37.301
C 28.299 5.675 31.007
H 24.385 2.035 23.419
H 23.205 5.124 29.961
H 23.492 6.559 23.896
H 13.769 2.482 30.814
H 21.707 2.446 26.744
H 20.428 3.035 28.770
H 18.139 2.701 34.972
P 22.915 10.336 26.773
H 15.393 2.424 41.472
H 16.764 3.819 34.843
H 21.040 11.003 29.531
H 24.156 6.216 32.827
O 24.027 6.374 33.765
O 27.041 6.015 31.330
H 28.934 5.375 31.841
C 20.046 4.397 32.216
O 19.756 9.736 34.187
H 16.047 4.898 29.791
O 24.442 6.016 31.038
H 24.846 8.393 28.736
H 20.802 9.763 24.374
C 22.805 4.817 24.688
C 17.172 -0.356 30.732
O 25.947 3.864 30.767
H 20.623 8.283 36.019
H 16.919 1.346 37.089
H 24.948 2.492 31.664
O 22.539 4.575 29.540
H 25.710 5.891 27.115
H 14.745 0.445 30.129
*
```

Computed properties:
E_HOMO	-0.2826	Eh
E_tot	-89522.3275	eV
lowest unoccupied orbital energy	0.48	eV
energy above the lowest of the compared OMol25 structures with the same formula, charge and spin	82.9	kcal/mol



No. 4
ORCA calculation (the ωB97M-V functional and the def2-TZVPD basis) on C7H9N in the gas phase.

Structure (ORCA input):
```
! wB97M-V def2-TZVPD RIJCOSX def2/J DEFGRID3
* xyz 0 1
H 0.743 1.858 0.802
C 2.252 0.066 -0.508
N -0.077 -0.837 -1.081
C 0.200 1.424 -0.088
C -1.225 0.999 0.020
H -0.793 -2.543 0.352
H 1.702 -1.076 1.091
H 2.382 -0.963 -0.963
C -1.307 -0.556 -0.437
C 0.658 -0.671 0.874
H -1.793 1.555 -0.618
H -2.137 -0.950 -1.017
H 0.350 2.013 -0.977
C 0.825 0.116 -0.411
H 0.309 0.097 1.701
H -1.657 1.015 1.051
C -0.430 -1.547 0.208
*
```

Computed properties:
E_HOMO	-0.3335	Eh
E_tot	-8888.0469	eV
lowest unoccupied orbital energy	-0.03	eV
energy above the lowest of the compared OMol25 structures with the same formula, charge and spin	163.9	kcal/mol



No. 5
ORCA calculation (the ωB97M-V functional and the def2-TZVPD basis) on a molecular structure, C21H28AsClN5O10SV.

Structure (ORCA input):
```
! wB97M-V def2-TZVPD RIJCOSX def2/J DEFGRID3
* xyz -1 4
H -5.083 0.668 3.153
C -1.722 2.830 -0.149
N -1.941 1.823 -1.153
H -1.496 -2.795 -1.341
C 1.247 -2.560 -0.056
C -0.569 -2.340 -1.706
N 0.466 1.890 0.319
H -2.881 1.453 -1.096
O -4.523 0.266 0.700
Cl 3.629 -0.698 -1.740
As -3.262 -0.536 1.335
O 2.321 2.063 -0.627
C -2.052 -0.177 5.391
C 3.439 0.372 2.063
C 2.308 3.167 1.533
O -0.841 -2.010 2.440
O -1.991 -0.615 0.240
C -3.214 0.333 5.965
H -1.946 -0.752 -2.329
H 1.131 -4.454 -1.065
C 1.823 -3.873 -0.460
O 4.498 -0.233 -2.835
H 0.024 1.124 -3.818
H 2.091 4.100 1.017
C -0.118 1.310 -2.745
N -0.031 0.040 -2.031
H 0.715 1.920 -2.384
H -0.190 3.739 1.030
N 1.691 -0.391 0.733
H -2.205 3.798 -0.389
O -3.668 -2.238 1.485
H 1.800 3.148 2.497
C 2.044 -1.671 0.866
H -0.740 -1.205 -3.574
C -0.244 3.105 0.130
H -1.182 -0.416 5.988
H -3.264 0.489 7.032
H 3.381 3.127 1.702
C -2.004 -0.365 4.029
C -4.293 0.652 5.169
H 0.207 3.680 -0.694
H -1.318 3.105 -2.702
H 2.732 -3.656 -1.029
S -0.517 -0.775 3.151
C -0.905 -1.034 -2.501
V -0.158 -0.060 0.071
C -3.084 -0.070 3.225
N 0.233 -1.968 -0.564
H -0.030 -3.044 -2.348
H 0.938 -0.305 -2.190
O -0.500 0.379 2.235
C 1.891 1.988 0.651
H 4.001 1.178 2.512
C 3.139 -1.994 1.658
O 0.606 -0.872 4.045
H 3.469 -3.015 1.767
H 2.100 -4.451 0.420
O 4.265 -1.877 -1.085
O 2.372 -1.216 -2.361
H -2.211 1.671 -3.207
C -1.459 2.033 -2.496
C 2.342 0.641 1.244
C -4.239 0.439 3.794
C 3.808 -0.950 2.279
H -5.183 1.080 5.611
H 4.652 -1.169 2.918
H -2.187 2.454 0.771
H -2.827 -2.694 1.663
*
```

Computed properties:
E_HOMO (alpha / beta)	-0.2100 / -0.2178	Eh
E_tot	-160038.9622	eV
lowest unoccupied orbital energy (alpha / beta)	2.33 / 1.99	eV



No. 6
ORCA calculation (the ωB97M-V functional and the def2-TZVPD basis) on a molecular structure, C18H31ClNO2P2Rh.

Structure (ORCA input):
```
! wB97M-V def2-TZVPD RIJCOSX def2/J DEFGRID3
* xyz 0 5
N 0.824 -0.584 -1.848
H -2.336 -1.182 5.258
C -0.626 1.231 1.661
C 1.764 1.664 -2.304
C -2.557 -0.650 4.335
H 1.372 4.437 -0.889
C 0.473 -1.822 -2.238
H -0.911 2.190 1.234
Cl 0.096 -0.498 4.076
H -3.119 -1.011 -1.152
H -4.712 -0.850 4.504
H 0.230 3.954 0.397
C -4.133 0.264 2.738
C -0.683 -2.539 -1.589
H -3.522 -2.567 -0.375
H 0.850 -3.451 -3.558
C -3.879 -0.452 3.913
H -1.162 1.003 -0.778
H -1.872 -3.912 1.207
C -1.147 -3.108 1.370
C 2.920 2.353 0.217
H 0.299 -1.084 1.103
H -1.563 -2.410 -2.232
H 4.008 -1.250 -0.522
C -1.504 -0.145 3.575
C 1.050 -2.403 -3.368
H 2.822 1.929 -2.472
C 1.523 0.216 -2.682
P 1.301 2.028 -0.562
H 3.329 -5.402 0.155
H -3.266 1.389 1.102
O 3.461 -5.024 1.034
H 2.621 -5.202 1.471
H 3.517 1.424 0.167
H -0.151 -3.549 1.424
H -0.531 -3.583 -1.630
C 1.945 -0.274 -3.919
Rh -0.001 0.238 0.011
H 2.124 -2.005 -5.189
H 1.170 2.343 -2.952
O 3.823 -0.562 0.108
C 1.758 -1.609 -4.252
C 0.601 3.707 -0.604
H -0.225 3.744 -1.321
H -5.163 0.407 2.388
H 3.419 3.183 -0.304
H 0.278 1.330 2.265
C -2.987 -1.609 -0.238
H 4.013 -0.895 0.970
C -3.077 0.825 2.019
H 2.747 2.652 1.260
H -1.362 -2.633 2.329
C -1.749 0.643 2.430
P -1.177 -1.849 0.070
H -3.450 -1.070 0.593
H 2.396 0.443 -4.591
*
```

Computed properties:
E_HOMO (alpha / beta)	-0.1397 / -0.2926	Eh
E_tot	-58855.8465	eV
lowest unoccupied orbital energy (alpha / beta)	0.33 / -1.60	eV
energy above the lowest of the compared OMol25 structures with the same formula, charge and spin	0.0	kcal/mol